Here is a structure of composition C45H40Br2N11O3SSiTi from the OMol25 dataset. Energies are from ωB97M-V with the def2-TZVPD basis set.

Properties
Maximum force in eV/Å: 0.63
Expectation value of S²: 0.782
HOMO energy (alpha / beta) in eV: -1.290 / -2.231
Multiplicity: 2
Energy relative to the best compared isomer or geometry (same formula, charge and spin) in kJ/mol: 71.5
HOMO-LUMO gap (alpha / beta) in eV: 4.6 / 5.5
Charge: -2

Structure (XYZ):
```
104
C45H40Br2N11O3SSiTi ωB97M-V with the def2-TZVPD basis set
Ti -0.743 -0.043 0.567
C 1.836 4.928 4.680
C 1.996 4.302 3.299
N 0.751 3.818 2.751
C 0.203 2.585 2.985
S 1.026 1.434 3.936
N -1.000 2.455 2.438
N -1.454 1.170 2.318
C -2.550 0.844 2.888
C -3.303 1.710 3.840
C -3.021 -0.515 2.574
C -4.031 -1.145 3.286
C -4.338 -2.459 2.987
C -3.625 -3.111 1.995
C -2.644 -2.411 1.317
N -2.370 -1.138 1.584
H 2.786 5.338 5.034
H 1.101 5.736 4.657
H 1.498 4.171 5.388
H 2.410 5.021 2.589
H 2.686 3.460 3.358
H 0.234 4.407 2.119
H -2.833 2.689 3.873
H -4.342 1.808 3.518
H -3.285 1.272 4.842
H -4.550 -0.612 4.069
H -5.117 -2.975 3.534
H -3.815 -4.145 1.743
H -2.060 -2.871 0.533
Br 3.055 -0.388 -8.510
C 2.701 -1.854 -7.340
C 3.676 -2.823 -7.136
C 3.410 -3.884 -6.299
C 2.175 -4.020 -5.622
C 1.211 -3.009 -5.852
C 1.475 -1.949 -6.703
N 2.000 -5.159 -4.884
N 0.984 -5.268 -4.041
C 0.559 -4.225 -3.255
C -0.793 -4.187 -2.916
C -1.335 -3.193 -2.097
C -0.540 -2.218 -1.544
O -1.056 -1.253 -0.756
C 0.857 -2.236 -1.799
N 1.595 -1.272 -1.193
C 2.889 -1.270 -1.383
C 3.557 -2.246 -2.144
C 2.821 -3.219 -2.764
C 1.415 -3.229 -2.643
H 4.634 -2.743 -7.634
H 4.153 -4.657 -6.141
H 0.244 -3.067 -5.372
H 0.720 -1.190 -6.868
H -1.433 -4.947 -3.345
H -2.401 -3.170 -1.898
H 3.457 -0.472 -0.907
H 4.634 -2.213 -2.231
H 3.302 -3.992 -3.346
N 0.943 1.187 0.348
C 1.888 1.840 0.213
C 3.040 2.597 0.098
C 2.989 4.003 -0.027
N 2.960 5.153 -0.135
C 4.286 1.925 0.153
N 5.291 1.357 0.198
C -0.006 1.609 -2.678
Si -1.255 2.474 -1.578
C -2.695 3.005 -2.683
C -0.541 4.046 -0.838
N -1.876 1.380 -0.364
C -3.223 1.563 -0.019
C -3.689 2.759 0.543
C -5.028 2.924 0.862
C -5.940 1.898 0.647
C -5.493 0.704 0.094
C -4.158 0.541 -0.241
H 0.818 2.281 -2.931
H -0.490 1.307 -3.610
H 0.427 0.714 -2.229
H -2.316 3.221 -3.687
H -3.197 3.900 -2.312
H -3.442 2.213 -2.771
H 0.148 4.548 -1.522
H -0.006 3.847 0.091
H -1.350 4.747 -0.610
H -2.967 3.537 0.758
H -5.359 3.860 1.298
H -6.985 2.028 0.904
H -6.191 -0.105 -0.088
H -3.806 -0.379 -0.692
Br 3.790 -3.362 6.708
C 3.434 -2.651 4.974
C 4.501 -2.329 4.151
C 4.240 -1.806 2.893
C 2.933 -1.612 2.474
C 1.880 -1.944 3.313
C 2.125 -2.467 4.577
C 0.454 -1.730 2.885
O -0.477 -2.170 3.533
O 0.355 -1.074 1.762
H 5.516 -2.477 4.493
H 5.061 -1.537 2.241
H 2.712 -1.188 1.504
H 1.291 -2.711 5.219
```

***

Here is an isolated molecule of C8H8N4O3 from the OMol25 dataset. Energies are from ωB97M-V with the def2-TZVPD basis set.

Properties
Maximum force in eV/Å: 4.10
HOMO energy (alpha / beta) in eV: -8.758 / -8.758
Energy relative to the best compared isomer or geometry (same formula, charge and spin) in kJ/mol: 238.2
HOMO-LUMO gap (alpha / beta) in eV: 8.6 / 8.6
Charge: 0

Structure (XYZ):
```
23
C8H8N4O3 ωB97M-V with the def2-TZVPD basis set
C -0.281 -1.537 2.039
C 0.729 -1.684 1.114
C -0.627 -0.242 0.394
C -1.323 0.656 -0.535
C -0.204 1.313 -1.178
C -1.597 1.669 0.645
C 1.850 -2.660 0.935
C 0.346 1.081 -2.528
N 0.455 -0.905 0.080
N -1.204 -0.658 1.547
N 0.178 2.308 -0.379
N -0.477 2.453 0.722
O 2.458 -2.506 -0.314
O -2.491 1.694 1.477
O 2.086 -3.569 1.685
H -0.473 -1.896 3.021
H -2.138 0.374 -1.106
H 0.738 2.020 -2.956
H -0.369 0.702 -3.168
H 1.158 0.403 -2.465
H 1.887 -1.763 -0.773
H -1.737 -0.117 2.153
H 1.036 2.863 -0.409
```

***

Here is a structure of composition C29H46P2RuS from the OMol25 dataset. Energies are from ωB97M-V with the def2-TZVPD basis set.

Properties
Maximum force in eV/Å: 2.52
Expectation value of S²: 6.048
HOMO energy (alpha / beta) in eV: -11.562 / -13.109
Multiplicity: 5
HOMO-LUMO gap (alpha / beta) in eV: 5.8 / 2.9
Charge: +2

Structure (XYZ):
```
79
C29H46P2RuS ωB97M-V with the def2-TZVPD basis set
Ru 0.212 -0.481 1.593
C -0.645 -2.401 2.577
C 0.679 -2.775 2.148
C 0.898 -1.120 3.776
C -0.513 -1.373 3.588
C 1.626 -1.968 2.869
C -1.918 -3.035 2.160
H -1.841 -3.440 1.146
H -2.739 -2.312 2.189
H -2.187 -3.866 2.831
C -1.635 -0.793 4.360
H -2.593 -1.044 3.892
H -1.559 0.300 4.402
H -1.647 -1.168 5.394
C 1.534 -0.226 4.769
H 1.683 -0.747 5.727
H 0.930 0.667 4.955
H 2.520 0.106 4.419
C 3.102 -2.014 2.736
H 3.548 -2.675 3.493
H 3.537 -1.017 2.876
H 3.399 -2.386 1.749
C 1.015 -3.836 1.168
H 1.243 -4.793 1.669
H 1.905 -3.559 0.584
H 0.179 -4.015 0.479
C -1.498 0.811 -5.043
C -1.576 -0.531 -5.044
C -0.765 -1.468 -5.891
C 0.602 -0.941 -6.380
C 1.542 -0.473 -5.302
C 1.618 0.747 -4.750
C 0.809 1.953 -5.138
C -0.547 1.674 -5.823
H -1.348 -1.749 -6.785
H 0.437 -0.187 -7.155
H -0.607 -2.407 -5.339
H -0.365 1.300 -6.835
H -2.253 1.376 -4.482
H -2.389 -1.009 -4.485
H -1.038 2.650 -5.954
H 0.638 2.575 -4.247
H 2.424 0.952 -4.033
H 1.401 2.582 -5.826
H 1.097 -1.781 -6.888
H 2.288 -1.224 -5.011
P -1.037 -0.257 -0.326
C -2.611 0.605 -0.253
C -1.171 -1.702 -1.407
P 1.782 0.277 -0.018
C 0.322 0.749 -1.099
C 2.674 -0.954 -0.988
C 2.883 1.682 0.265
H -2.583 1.374 0.535
H -3.393 -0.130 -0.005
H -2.829 1.067 -1.226
H -1.263 -1.387 -2.459
H -2.061 -2.279 -1.116
H -0.289 -2.349 -1.302
H 3.160 2.135 -0.697
H 3.790 1.315 0.770
H 2.416 2.444 0.906
H 0.106 1.824 -1.013
H 0.495 0.451 -2.147
H 3.641 -1.147 -0.505
H 2.842 -0.575 -2.005
H 2.115 -1.895 -1.045
S 0.155 1.831 2.284
C -0.948 2.752 3.290
C -1.018 2.660 4.701
C -1.825 3.541 5.422
C -2.531 4.549 4.764
C -2.439 4.694 3.375
C -1.656 3.803 2.644
H -0.412 1.933 5.238
H -1.879 3.441 6.508
H -3.143 5.243 5.339
H -2.961 5.504 2.858
H -1.531 3.922 1.569
```

***

Here is a structure of composition C38H30FN3O4PdSi from the OMol25 dataset. Energies are from ωB97M-V with the def2-TZVPD basis set.

Properties
Maximum force in eV/Å: 4.16
HOMO energy (alpha / beta) in eV: -13.200 / -13.200
Energy relative to the best compared isomer or geometry (same formula, charge and spin) in kJ/mol: 339.8
HOMO-LUMO gap (alpha / beta) in eV: 4.8 / 4.8
Charge: +2

Structure (XYZ):
```
78
C38H30FN3O4PdSi ωB97M-V with the def2-TZVPD basis set
Pd 0.242 -0.559 0.494
O 0.715 -3.424 -2.849
C 0.803 -2.592 -1.839
O -0.169 -2.090 -1.289
C 2.186 -2.316 -1.389
C 3.277 -3.075 -1.805
C 4.528 -2.777 -1.290
C 4.648 -1.741 -0.373
C 3.507 -1.028 -0.007
N 2.302 -1.308 -0.516
C 3.472 0.067 1.016
O 4.601 0.544 1.501
O 2.406 0.504 1.404
H -0.198 -3.619 -3.121
H 3.134 -3.885 -2.501
H 5.394 -3.343 -1.596
H 5.617 -1.529 0.056
H 5.412 0.163 1.135
C -0.529 1.252 -5.168
C 0.355 2.134 -4.568
C 0.446 2.199 -3.188
C -0.355 1.389 -2.383
C -1.211 0.475 -3.002
C -1.310 0.420 -4.380
Si -0.396 1.578 -0.469
C -2.225 2.096 0.065
C -2.542 2.321 1.397
C -3.855 2.572 1.762
C -4.842 2.616 0.790
C -4.520 2.415 -0.540
C -3.205 2.176 -0.912
C 0.321 3.360 -0.035
C -0.251 4.480 -0.614
C 0.335 5.721 -0.416
C 1.461 5.834 0.382
C 2.017 4.709 0.967
C 1.425 3.466 0.791
H -0.604 1.207 -6.244
H 0.969 2.780 -5.174
H 1.137 2.892 -2.731
H -1.819 -0.182 -2.394
H -2.008 -0.262 -4.842
H -1.770 2.307 2.153
H -4.096 2.751 2.800
H -5.862 2.840 1.069
H -5.281 2.446 -1.304
H -2.961 2.047 -1.955
H -1.140 4.398 -1.219
H -0.107 6.596 -0.869
H 1.891 6.808 0.576
H 2.908 4.789 1.569
H 1.852 2.600 1.271
N -4.606 -0.322 5.266
C -4.262 -0.570 4.204
C -3.845 -0.875 2.883
C -4.709 -1.492 1.977
C -4.240 -1.760 0.704
C -2.932 -1.429 0.384
N -2.101 -0.862 1.256
C -2.545 -0.578 2.474
H -5.713 -1.760 2.269
H -4.871 -2.245 -0.024
H -2.525 -1.650 -0.594
H -1.851 -0.117 3.164
F 3.872 -5.924 0.877
C 3.091 -4.918 1.265
C 1.737 -4.944 0.937
C 0.939 -3.899 1.326
C 1.474 -2.795 2.048
C 0.631 -1.758 2.504
C 2.861 -2.808 2.351
C 3.655 -3.865 1.980
H 1.341 -5.798 0.409
H -0.119 -3.908 1.096
H 1.057 -1.018 3.177
H -0.409 -2.024 2.670
H 3.272 -1.997 2.930
H 4.698 -3.907 2.249
```

***

Here is an isolated molecule of C21H28N4O3S from the OMol25 dataset. Energies are from ωB97M-V with the def2-TZVPD basis set.

Properties
Maximum force in eV/Å: 1.25
HOMO energy in eV: -7.601
Energy relative to the best compared isomer or geometry (same formula, charge and spin) in kJ/mol: 87.6
HOMO-LUMO gap in eV: 7.9
SMILES: COc1ccc2[nH]c3c(=O)n(CCCCC(=O)NCCC(C)C)c(=S)[nH]c3c2c1
Charge: 0

Structure (XYZ):
```
57
C21H28N4O3S ωB97M-V with the def2-TZVPD basis set
C -4.860 -2.451 1.963
H -4.276 -1.751 2.569
O -4.943 -2.029 0.624
C -3.787 -1.889 -0.083
C -2.524 -2.152 0.408
C -1.432 -1.943 -0.440
C -0.026 -2.066 -0.273
C 0.569 -1.663 -1.458
N -0.404 -1.321 -2.363
C -1.621 -1.474 -1.766
C -2.902 -1.226 -2.252
C -3.963 -1.435 -1.408
H -4.974 -1.251 -1.734
H -3.055 -0.873 -3.260
H -0.220 -0.995 -3.295
C 1.990 -1.513 -1.589
O 2.562 -1.047 -2.561
N 2.687 -1.946 -0.461
C 2.110 -2.427 0.687
S 2.983 -3.005 1.962
N 0.754 -2.481 0.761
H 0.363 -2.730 1.658
C 4.138 -1.839 -0.497
H 4.420 -1.741 -1.547
H 4.549 -2.767 -0.089
C 4.671 -0.658 0.315
C 4.352 0.722 -0.280
H 3.951 0.607 -1.289
H 5.279 1.293 -0.363
C 3.371 1.549 0.570
C 1.928 1.166 0.302
O 1.340 0.290 0.908
N 1.352 1.874 -0.691
H 1.880 2.601 -1.147
C -0.017 1.693 -1.114
H -0.361 0.754 -0.684
C -0.938 2.830 -0.665
H -0.554 3.776 -1.055
H -1.921 2.659 -1.109
C -1.089 2.938 0.856
C -1.973 4.138 1.193
H -2.049 4.265 2.271
H -2.974 3.992 0.794
H -1.563 5.053 0.770
C -1.674 1.661 1.458
H -0.951 0.851 1.420
H -1.934 1.828 2.501
H -2.572 1.359 0.922
H -0.098 3.101 1.295
H -0.038 1.616 -2.206
H 3.580 1.388 1.628
H 3.505 2.610 0.349
H 5.752 -0.787 0.382
H 4.273 -0.731 1.327
H -2.359 -2.498 1.415
H -4.425 -3.453 2.043
H -5.885 -2.475 2.329
```

***

Here is a structure of composition C40H52N11O3S6Zr from the OMol25 dataset. Energies are from ωB97M-V with the def2-TZVPD basis set.

Properties
Maximum force in eV/Å: 0.64
HOMO energy in eV: -9.706
Energy relative to the best compared isomer or geometry (same formula, charge and spin) in kJ/mol: 5.5
HOMO-LUMO gap in eV: 7.0
Charge: +1

Structure (XYZ):
```
113
C40H52N11O3S6Zr ωB97M-V with the def2-TZVPD basis set
Zr -1.150 0.744 0.585
S 2.751 3.052 1.770
C 1.353 2.412 1.228
S 1.279 1.165 -0.001
S -0.230 2.871 1.807
C 4.541 5.439 -1.539
O 4.143 4.131 -1.910
C 3.263 3.996 -2.927
C 2.779 5.047 -3.702
C 1.880 4.777 -4.725
C 1.416 3.489 -4.943
C 1.937 2.433 -4.193
C 2.857 2.686 -3.201
N 0.448 3.362 -5.989
N -0.549 2.638 -5.896
C -0.843 1.929 -4.679
C -0.959 0.569 -4.721
C -1.225 -0.181 -3.553
C -1.382 0.460 -2.355
O -1.587 -0.153 -1.173
C -1.335 1.876 -2.308
N -1.495 2.428 -1.071
C -1.546 3.740 -0.992
C -1.435 4.578 -2.114
C -1.195 4.033 -3.343
C -1.112 2.629 -3.469
H 5.194 5.320 -0.679
H 3.677 6.047 -1.257
H 5.089 5.931 -2.346
H 3.107 6.062 -3.539
H 1.517 5.576 -5.358
H 1.645 1.409 -4.380
H 3.269 1.876 -2.615
H -0.821 0.064 -5.668
H -1.315 -1.258 -3.605
H -1.661 4.166 -0.004
H -1.516 5.646 -1.977
H -1.080 4.661 -4.216
C -4.760 -3.533 0.893
C -4.997 -2.071 0.896
N -6.144 -1.479 0.838
N -5.850 -0.145 0.854
C -4.542 0.111 0.920
S -3.762 1.601 0.936
N -3.987 -1.129 0.947
N -2.612 -1.331 1.039
H -5.715 -4.040 0.998
H -4.107 -3.829 1.715
H -4.296 -3.845 -0.043
H -6.588 0.539 0.811
H -2.264 -1.883 0.255
H -2.389 -1.820 1.906
C -1.008 1.460 7.914
C -2.380 1.883 7.391
C -2.675 1.477 5.949
C -1.858 2.196 4.884
N -0.456 1.788 4.849
C 0.064 0.864 4.049
S -0.982 -0.183 3.135
N 1.378 0.737 3.995
C 2.133 -0.284 3.268
C 2.348 -1.545 4.093
C 3.003 -1.303 5.451
C 4.366 -0.628 5.363
H -0.978 1.505 9.002
H -0.207 2.108 7.555
H -0.768 0.437 7.617
H -2.493 2.967 7.488
H -3.151 1.447 8.029
H -3.728 1.672 5.733
H -2.529 0.399 5.824
H -1.866 3.276 5.043
H -2.278 2.011 3.895
H 0.193 2.348 5.381
H 1.928 1.436 4.476
H 3.074 0.186 2.982
H 1.606 -0.513 2.344
H 2.969 -2.219 3.496
H 1.385 -2.046 4.225
H 3.106 -2.264 5.960
H 2.333 -0.709 6.081
H 5.051 -1.208 4.741
H 4.819 -0.524 6.348
H 4.307 0.372 4.928
C -0.633 -6.110 -1.849
C -1.574 -5.008 -2.315
C -1.441 -3.740 -1.483
N -0.206 -3.048 -1.816
C 0.586 -2.401 -0.974
S 0.260 -2.231 0.684
N 1.729 -1.832 -1.463
C 2.167 -1.656 -2.793
O 2.781 -0.660 -3.075
C 1.904 -2.739 -3.779
C 2.077 -4.079 -3.441
C 1.887 -5.059 -4.402
C 1.508 -4.702 -5.689
C 1.338 -3.365 -6.027
C 1.550 -2.380 -5.076
H -0.684 -6.976 -2.506
H -0.883 -6.437 -0.840
H 0.401 -5.762 -1.838
H -2.612 -5.345 -2.276
H -1.381 -4.767 -3.366
H -1.407 -3.973 -0.418
H -2.285 -3.062 -1.665
H 0.072 -3.091 -2.788
H 2.165 -1.179 -0.815
H 2.374 -4.347 -2.434
H 2.042 -6.099 -4.150
H 1.355 -5.468 -6.436
H 1.055 -3.093 -7.034
H 1.453 -1.331 -5.328
```